{
  "formula": "C21H18BrF24N2O5",
  "method": "the ωB97M-V functional and the def2-TZVPD basis",
  "symbols": ["O", "C", "Br", "C", "C", "C", "N", "N", "C", "C", "O", "H", "H", "H", "H", "H", "H", "C", "C", "C", "F", "F", "F", "F", "O", "C", "C", "F", "F", "F", "F", "H", "H", "H", "H", "C", "C", "C", "F", "F", "F", "F", "O", "C", "C", "F", "F", "F", "F", "H", "H", "H", "H", "C", "C", "C", "F", "F", "F", "F", "O", "C", "C", "F", "F", "F", "F", "H", "H", "H", "H"],
  "coordinates": [[2.92558, -0.11916, 4.64837], [2.79318, 0.85938, 4.06014], [3.63243, 2.54013, 4.62066], [1.89820, 0.95699, 2.77978], [0.66138, 1.75780, 3.16259], [0.49055, 3.15196, 2.94788], [-0.58290, 3.82000, 3.32603], [-1.68194, 3.37894, 3.90982], [-1.56734, 2.09758, 4.09980], [-0.47329, 1.18260, 3.80619], [-0.56454, -0.10047, 4.13377], [1.62116, -0.07194, 2.47973], [2.45141, 1.47589, 1.97688], [1.30007, 3.70046, 2.44380], [-0.58360, 4.82669, 3.15255], [-2.45272, 1.63104, 4.56812], [-1.31290, -0.53211, 3.68076], [-1.94491, 1.58905, -2.80371], [-0.50825, 1.61378, -2.24610], [0.05135, 0.27583, -1.76101], [-0.67197, -0.24255, -0.74503], [1.30979, 0.45128, -1.29026], [-0.42571, 2.55277, -1.27275], [0.29585, 2.05065, -3.26346], [-2.98605, 1.97669, -1.91137], [-3.50311, 1.01979, -1.04851], [-3.21205, 1.35544, 0.41378], [-1.88328, 1.47308, 0.63371], [-3.65741, 0.37297, 1.23555], [-3.06735, -0.20612, -1.39108], [-4.83638, 1.01438, -1.23428], [-1.97296, 2.34867, -3.58567], [-2.17437, 0.65372, -3.31552], [0.09060, -0.45282, -2.57537], [-3.68634, 2.29481, 0.70477], [-3.74778, -3.91772, 2.80778], [-3.39458, -5.34969, 2.35926], [-4.03185, -6.49598, 3.14904], [-3.67329, -6.48562, 4.44774], [-3.62356, -7.68175, 2.64035], [-2.04918, -5.47919, 2.32545], [-3.82020, -5.46798, 1.07043], [-2.81353, -3.24559, 3.66001], [-2.90951, -3.51297, 5.03799], [-1.66876, -4.21519, 5.59676], [-1.43044, -5.37211, 4.95285], [-1.85161, -4.51051, 6.90186], [-4.04504, -4.18245, 5.27837], [-3.05021, -2.30755, 5.64190], [-3.74838, -3.31603, 1.89806], [-4.76586, -3.84552, 3.19018], [-5.12315, -6.45716, 3.08338], [-0.78535, -3.57930, 5.49711], [4.21880, 2.22563, -7.18405], [5.36618, 3.05098, -6.57472], [6.53900, 2.25907, -5.99574], [6.16000, 1.45224, -4.98279], [7.46401, 3.11148, -5.49196], [4.85836, 3.90140, -5.65351], [5.86338, 3.82954, -7.57576], [3.07889, 1.99222, -6.36100], [3.11887, 0.92973, -5.46948], [3.06716, 1.39227, -4.01339], [4.08392, 2.23107, -3.72297], [3.17975, 0.33176, -3.17565], [4.18236, 0.14746, -5.72711], [2.02159, 0.17662, -5.72203], [3.82838, 2.82450, -8.00727], [4.57509, 1.30680, -7.65150], [7.02214, 1.65396, -6.76804], [2.13218, 1.90833, -3.80215]],
  "charge": 1,
  "total_energy_ev": -170540.6739,
  "molar_mass_g_mol": 914.24
}